{
  "formula": "C6H14N2O",
  "method": "ωB97M-V/def2-TZVPD",
  "species": ["N", "C", "N", "C", "O", "H", "H", "H", "H", "H", "H", "H", "H", "C", "C", "C", "C", "H", "H", "H", "H", "H", "H"],
  "xyz": [[0.77500, 1.65918, 0.57211], [1.00898, 1.48885, -0.83823], [1.72242, 0.26716, -1.12998], [-0.41358, 1.64406, -1.59681], [-1.48086, 1.25715, -0.77345], [0.41082, 0.79731, 0.97192], [1.63753, 1.88928, 1.04893], [1.53719, 2.35905, -1.25831], [1.98064, 0.21161, -2.10742], [1.15195, -0.54588, -0.90189], [-0.54616, 2.68786, -1.91965], [-0.42525, 0.99068, -2.47442], [-1.34762, 1.70045, 0.07751], [-1.19211, -0.73459, 2.17604], [-0.27795, -1.67224, 1.94148], [-0.08484, -2.37315, 0.68017], [-0.59901, -2.01519, -0.49458], [-1.89526, -0.42025, 1.42357], [-1.25187, -0.23232, 3.12733], [0.41334, -1.94495, 2.72885], [0.54554, -3.25269, 0.73587], [-1.23589, -1.15232, -0.60966], [-0.43302, -2.60908, -1.37936]],
  "forces_ev_per_angstrom": [[-0.1, 0.3, 0.1], [-1.6, 0.7, -1.4], [0.3, -0.1, 0.0], [1.1, -0.2, 0.7], [-0.5, -0.3, 0.2], [0.2, 0.1, 0.0], [0.0, -0.1, 0.0], [0.4, -0.4, 0.5], [0.0, 0.0, 0.0], [0.1, 0.2, -0.1], [0.1, -0.1, 0.0], [0.0, 0.1, 0.1], [0.1, 0.0, -0.1], [0.1, 0.0, 0.1], [0.0, 0.4, 0.3], [0.0, -0.2, -0.4], [-0.2, -0.3, 0.1], [-0.2, 0.0, -0.2], [0.0, 0.0, 0.2], [0.0, 0.0, 0.1], [0.0, -0.1, -0.1], [0.0, 0.2, 0.0], [0.1, -0.1, -0.1]],
  "nbo_charge": [-0.869, 0.085, -0.857, -0.077, -0.739, 0.373, 0.375, 0.175, 0.356, 0.369, 0.155, 0.170, 0.482, -0.380, -0.231, -0.230, -0.395, 0.201, 0.203, 0.206, 0.205, 0.219, 0.202],
  "orbital_gap_ev": 9.50,
  "smiles": "NC(N)CO.C=CC=C",
  "energy_ha": -421.7029
}

=====

{
  "formula": "C31H33F6LuN4O4P2S",
  "method": "ωB97M-V/def2-TZVPD",
  "species": ["Lu", "C", "C", "N", "C", "C", "N", "C", "O", "O", "C", "O", "O", "H", "H", "H", "H", "H", "C", "C", "C", "C", "C", "C", "C", "P", "C", "C", "C", "C", "C", "C", "C", "C", "C", "C", "C", "C", "C", "C", "H", "H", "H", "H", "H", "H", "H", "H", "H", "H", "H", "H", "H", "H", "H", "H", "H", "H", "H", "H", "S", "C", "N", "C", "C", "C", "N", "H", "H", "H", "H", "H", "H", "H", "H", "F", "P", "F", "F", "F", "F", "F"],
  "xyz": [[11.35519, 4.12044, 15.57502], [15.16487, 2.85222, 16.00275], [14.56467, 3.90484, 16.84890], [13.26439, 4.24812, 16.88242], [13.19002, 5.30139, 17.81198], [14.43413, 5.55677, 18.30161], [15.29488, 4.63024, 17.70367], [15.03323, 6.44309, 19.32100], [14.26042, 7.28937, 19.96968], [16.22677, 6.31569, 19.47865], [11.86297, 5.97706, 17.92099], [11.69449, 6.89345, 18.73093], [11.01975, 5.48566, 17.08921], [14.42755, 2.22770, 15.50730], [15.79659, 2.17234, 16.60196], [15.79985, 3.32034, 15.26610], [16.29704, 4.61655, 17.84183], [13.32971, 7.26950, 19.70251], [6.12607, 3.35275, 13.33307], [6.53238, 4.57225, 14.15386], [5.87929, 5.75175, 13.79053], [6.19772, 6.97006, 14.37361], [7.17831, 7.01716, 15.34317], [7.86738, 5.85505, 15.73079], [7.57176, 4.61103, 15.10581], [8.62764, 3.24974, 15.65476], [8.79459, 2.03354, 14.30198], [9.08321, 2.55437, 13.01015], [9.32094, 1.74940, 11.93150], [9.37148, 0.37649, 12.04015], [9.14048, -0.14962, 13.31168], [8.81956, 0.61967, 14.43502], [8.71765, -0.17872, 15.75604], [7.67144, 2.49297, 17.03082], [6.42525, 1.93375, 16.76302], [5.74996, 1.16006, 17.71027], [6.41081, 0.87344, 18.88268], [7.60144, 1.46450, 19.23287], [8.28053, 2.34800, 18.31581], [9.34716, 3.08189, 18.77915], [5.04526, 3.46407, 13.07028], [6.28661, 2.39096, 13.75615], [6.65125, 3.39359, 12.37681], [5.13143, 5.75960, 13.01710], [5.71783, 7.85432, 13.93490], [7.36644, 7.98189, 15.81436], [8.55475, 5.94234, 16.56373], [9.10621, 3.63244, 12.88766], [9.44743, 2.16364, 10.93503], [9.50401, -0.34394, 11.23806], [9.26596, -1.21295, 13.44881], [9.18084, -1.18980, 15.57024], [7.68650, -0.41072, 16.02265], [9.23862, 0.25267, 16.63900], [5.93548, 2.14414, 15.82446], [4.80392, 0.71758, 17.49433], [5.92880, 0.31321, 19.65232], [8.02203, 1.27267, 20.21684], [9.79188, 2.91214, 19.76762], [9.81403, 3.83248, 18.16097], [11.93470, 1.31058, 15.80713], [12.36607, 0.64670, 17.31464], [13.38528, -0.23277, 17.41169], [13.67226, -1.05382, 18.60758], [13.34349, -0.27071, 19.86507], [11.91364, 0.26396, 19.76406], [11.61715, 0.82507, 18.42799], [13.76432, -0.45700, 16.49397], [14.72387, -1.37312, 18.53784], [13.04695, -1.96509, 18.56361], [14.03379, 0.52989, 19.91891], [13.42104, -0.93644, 20.74215], [11.71143, 1.08610, 20.44806], [11.15916, -0.49335, 19.99899], [10.93009, 1.57278, 18.32698], [12.48458, 3.48458, 13.58277], [12.29052, 4.93770, 12.79994], [11.59885, 4.20384, 11.59982], [13.75436, 4.91542, 12.27974], [12.01024, 6.39902, 12.32094], [12.71828, 5.55158, 14.38181], [10.74233, 4.91333, 13.63065]],
  "forces_ev_per_angstrom": [[0.3, -1.1, 0.2], [0.4, -0.6, 0.3], [-0.8, -0.5, -0.1], [1.7, 0.5, 0.8], [0.3, -0.6, -0.9], [0.1, -0.6, 0.1], [-1.5, 0.8, -0.1], [0.5, -0.1, -0.3], [0.8, 0.1, 0.4], [-0.4, 0.5, 0.5], [1.0, 1.3, 1.7], [0.1, -1.1, -0.9], [-1.0, 0.3, -0.1], [-0.2, 0.3, 0.0], [-0.2, 0.4, -0.1], [0.2, 0.1, -0.4], [-0.1, 0.1, 0.1], [-0.6, -0.2, -0.5], [-1.0, 1.3, -0.6], [0.1, -0.6, -0.6], [0.5, 0.3, 0.6], [-0.1, -0.3, -1.0], [0.3, 0.0, 0.7], [-1.1, 0.2, -0.6], [-0.2, 1.1, 0.0], [-0.3, -0.1, 0.2], [0.1, -0.9, -0.9], [-0.3, 0.4, 1.5], [0.2, -0.2, -1.7], [-0.7, -0.6, 1.5], [0.1, 0.1, -0.2], [0.7, 0.0, 0.9], [0.5, -0.7, -0.4], [0.3, -0.3, -0.6], [0.0, 0.4, 0.3], [0.9, 0.3, -0.8], [0.2, 0.4, 1.2], [0.4, 0.2, -0.7], [-1.3, -0.9, 0.8], [1.2, 0.2, 0.1], [0.8, -0.2, 0.3], [0.2, -0.6, 0.5], [0.1, -0.2, 0.0], [-0.2, -0.3, -0.2], [0.2, -0.2, 0.7], [0.3, -0.4, 0.0], [0.3, -0.2, -0.2], [-0.2, -0.2, -0.1], [0.1, 0.3, 0.2], [0.2, 0.5, -0.2], [-0.2, -0.2, 0.0], [-0.3, 1.0, 0.2], [-0.1, 0.3, 0.1], [-0.4, 0.0, -0.7], [0.1, -0.1, -0.2], [-0.5, -0.1, -0.1], [-0.3, -0.6, 0.2], [0.0, 0.2, -0.1], [-0.4, 0.1, -0.3], [0.0, 0.2, 0.1], [-0.1, 0.3, -0.3], [-0.4, -1.0, 1.8], [-0.3, 0.6, -0.7], [-0.3, -0.6, -0.8], [-0.9, -0.8, -0.3], [-0.5, 0.4, -0.3], [0.8, 0.4, -1.0], [0.2, -0.2, 0.6], [-0.4, 0.2, 0.2], [0.3, 0.3, 0.0], [0.7, 0.9, 0.4], [0.1, 0.5, -0.4], [0.3, 0.0, 0.3], [0.2, -0.2, -0.2], [0.0, -0.4, 0.3], [0.2, -0.4, 0.0], [-0.6, 0.6, 0.8], [0.4, 0.4, 0.1], [-0.1, -0.1, 0.2], [-0.1, -0.4, 0.1], [0.5, 0.0, -0.9], [-0.3, 0.3, -0.6]],
  "mulliken_spin": [0.025, 0.000, 0.000, -0.005, 0.000, 0.001, 0.000, 0.000, 0.000, 0.000, 0.000, -0.001, 0.010, 0.000, 0.000, 0.000, 0.000, 0.000, -0.001, -0.005, -0.001, 0.002, -0.001, -0.002, 0.015, 0.007, 0.008, -0.002, 0.001, -0.001, -0.001, -0.003, 0.006, 0.171, -0.096, 0.194, -0.075, 0.218, -0.146, 0.513, 0.000, 0.001, 0.000, 0.000, 0.000, 0.000, 0.004, 0.001, 0.000, 0.000, 0.000, 0.001, 0.006, -0.002, 0.014, 0.005, 0.001, 0.007, -0.010, 0.154, -0.001, -0.002, 0.001, 0.000, 0.001, -0.003, -0.021, 0.000, 0.000, 0.000, 0.000, 0.000, -0.001, 0.000, 0.013, 0.000, 0.000, 0.000, 0.000, 0.000, 0.000, 0.000],
  "charge": 1,
  "orbital_gap_ev": [7.99, 7.33],
  "energy_ha": -4636.9405,
  "multiplicity": 2
}

=====

{
  "formula": "CH4NO2",
  "method": "ωB97M-V/def2-TZVPD",
  "species": ["C", "N", "O", "O", "H", "H", "H", "H"],
  "xyz": [[-0.88628, 0.38940, 0.05887], [0.23401, 1.08139, -0.05522], [2.35766, -0.53962, -0.11806], [1.36051, 1.07519, 0.10910], [-1.66656, 0.68957, -0.51740], [-1.41686, 0.64941, 0.98762], [-0.75455, -0.78601, -0.07043], [3.17382, -0.15796, -0.55156]],
  "forces_ev_per_angstrom": [[-0.7, -6.3, 1.5], [2.0, 3.4, 0.3], [1.0, -0.6, -0.5], [-0.5, 0.2, -0.4], [-1.8, 1.4, -2.8], [0.8, 0.0, 0.8], [0.0, 2.2, 0.6], [-0.8, -0.3, 0.5]],
  "nbo_charge": [-0.579, 0.452, -0.452, 0.119, 0.315, 0.369, 0.313, 0.463],
  "charge": 1,
  "orbital_gap_ev": [8.41, 9.56],
  "energy_ha": -245.1812
}

=====

{
  "formula": "CH3NO4S",
  "method": "ωB97M-V/def2-TZVPD",
  "species": ["C", "N", "O", "O", "O", "O", "S", "H", "H", "H"],
  "xyz": [[-1.37185, -1.24053, 0.07141], [-0.27523, 0.72317, -0.39956], [-0.40223, -1.87360, -0.08503], [2.22290, 0.27792, -0.67647], [2.25564, 1.31322, 1.55958], [-1.52417, 0.07685, -0.02604], [2.02401, 0.14621, 0.73641], [-2.34887, -1.68782, 0.51163], [-0.48888, 1.74359, -0.34030], [-0.09131, 0.52099, -1.35161]],
  "forces_ev_per_angstrom": [[-3.1, -0.4, 2.2], [-1.3, 1.5, 1.5], [2.0, -1.0, -0.8], [0.7, -0.4, -3.3], [0.1, 1.9, 2.1], [0.5, 1.0, -0.8], [-0.2, -1.7, 1.2], [1.1, 0.8, -0.9], [-0.1, -1.2, 0.0], [0.1, -0.5, -1.2]],
  "mulliken_spin": [-0.009, 0.075, 0.009, 0.426, 0.498, 0.006, 1.003, -0.001, -0.005, -0.002],
  "orbital_gap_ev": [8.23, 6.91],
  "energy_ha": -793.6104,
  "multiplicity": 3
}

=====

{
  "formula": "C5H7N5",
  "method": "ωB97M-V/def2-TZVPD",
  "species": ["H", "N", "C", "N", "N", "C", "C", "C", "C", "N", "N", "H", "H", "H", "H", "H", "H"],
  "xyz": [[4.07438, -0.36198, -0.07031], [3.22271, -0.90624, -0.09624], [2.21955, -0.11860, 0.14970], [2.26672, 1.33207, 0.15113], [0.97289, -0.68454, -0.00304], [-0.31558, -0.16130, -0.13213], [-0.77515, 1.17184, -0.17753], [-2.20378, 1.21851, -0.00899], [-2.78615, 0.07289, 0.16212], [-2.33072, -1.19027, -0.02001], [-1.15689, -1.28321, 0.00361], [1.64209, 1.85749, 0.90264], [2.27530, 1.94405, -0.76118], [1.00078, -1.65672, 0.13682], [0.04648, 1.95400, -0.58167], [-2.68266, 2.22908, 0.08488], [-4.01268, 0.05938, 0.08163]],
  "forces_ev_per_angstrom": [[0.2, 0.1, 0.2], [-1.3, 1.4, 1.0], [0.8, 0.8, -3.2], [-1.1, 2.6, 0.9], [-0.3, 1.7, 0.4], [0.5, -0.3, 1.7], [1.9, -0.8, -1.7], [3.8, 4.5, 0.0], [-8.7, -2.4, -1.3], [-6.5, 1.5, 1.1], [8.5, -0.7, -1.1], [1.7, -1.9, -2.2], [0.1, -2.4, 2.3], [-0.3, -1.4, -0.1], [-2.7, -1.5, 1.4], [0.2, -1.4, -0.3], [3.2, 0.2, 0.8]],
  "nbo_charge": [0.348, -0.676, 0.568, -0.938, -0.597, 0.301, -0.296, -0.212, -0.084, -0.130, -0.197, 0.393, 0.410, 0.426, 0.245, 0.242, 0.197],
  "orbital_gap_ev": 8.94,
  "smiles": "[H]/N=C(\\N)Nc1cccnn1",
  "energy_ha": -468.3809
}

=====

{
  "formula": "C5H12N2O2",
  "method": "ωB97M-V/def2-TZVPD",
  "species": ["C", "C", "C", "C", "O", "N", "N", "C", "O", "H", "H", "H", "H", "H", "H", "H", "H", "H", "H", "H", "H"],
  "xyz": [[-1.54820, -0.26750, 0.53171], [-0.25780, 0.08784, -0.24260], [-0.43885, 0.01942, -1.73684], [0.29404, 1.43745, 0.28616], [1.22787, 1.97280, -0.57656], [0.98120, 1.03351, 1.60456], [1.11133, -0.40428, 1.79899], [0.85238, -1.06840, 0.17330], [2.08225, -0.94049, -0.51516], [-2.13006, -1.19482, 0.38482], [-2.24756, 0.57520, 0.42945], [-1.25562, -0.23778, 1.54971], [0.57078, -0.04603, -2.17088], [-1.16743, 0.84841, -2.03781], [-1.04371, -0.90267, -1.92489], [-0.46600, 2.22685, 0.56683], [2.05949, 1.50444, -0.43428], [1.91425, 1.43746, 1.71122], [0.24057, -0.66090, 2.19511], [0.45254, -2.04286, 0.04701], [2.75658, -1.53988, -0.21935]],
  "forces_ev_per_angstrom": [[-0.3, 0.9, -0.3], [0.7, -2.3, 0.4], [-1.7, 0.2, 0.0], [0.7, -1.3, 2.1], [0.4, 0.9, -0.4], [-0.4, -0.7, -0.4], [0.3, -0.6, -3.7], [0.7, 4.9, 2.3], [-1.4, 1.1, -0.4], [0.8, 0.2, -0.5], [0.0, -0.2, -0.2], [-0.3, 0.0, 1.2], [-0.8, 0.5, -0.6], [1.6, -0.8, -0.2], [0.8, 0.4, -0.2], [0.6, -1.0, -0.8], [-0.1, -0.2, -0.2], [-0.5, -0.1, -0.4], [-0.6, -0.4, 0.9], [-0.4, -1.0, 0.7], [0.1, -0.6, 0.6]],
  "nbo_charge": [-0.624, -0.087, -0.624, 0.229, -0.715, -0.525, -0.460, 0.235, -0.748, 0.222, 0.218, 0.200, 0.243, 0.218, 0.205, 0.187, 0.483, 0.361, 0.320, 0.171, 0.490],
  "orbital_gap_ev": 9.57,
  "smiles": "CC1(C)[C@H](O)NN[C@@H]1O",
  "energy_ha": -457.6077
}